This record from the OMol25 dataset describes a structure of composition C17H12N5PbSSbSe7 in a non-equilibrium geometry. The level of theory is wB97M-V/def2-TZVPD.

Values from the calculation:
LUMO energy ... -1.96 eV
HOMO level ... -7.67 eV
Charge ... 0
Spin multiplicity ... 1
Frontier orbital gap ... 5.71 eV

```
44
Properties=species:S:1:pos:R:3:mulliken_charge:R:1
Pb -0.356 0.298 -1.998 0.798
Se 4.778 0.836 -2.680 -0.477
Sb 4.890 0.672 -0.299 0.910
Se 5.008 -1.665 0.653 -0.419
Se 5.544 2.387 1.227 -0.439
Se 2.015 0.252 1.580 0.196
Se 1.603 1.419 -0.359 -0.339
C 0.682 3.067 0.171 0.909
C 0.421 3.392 1.486 -0.252
C -0.324 4.543 1.725 -0.639
N -0.749 5.338 0.766 -0.536
C -0.460 5.032 -0.484 -0.467
C 0.243 3.893 -0.849 -0.242
H 0.767 2.774 2.302 0.448
H -0.598 4.827 2.733 0.385
H -0.804 5.737 -1.229 0.372
H 0.445 3.672 -1.889 0.381
Se -3.000 2.198 1.766 -0.184
C -2.280 1.584 0.360 0.323
N -1.737 1.170 -0.610 -0.592
Se 3.381 -2.534 -1.299 0.379
N 2.538 -3.875 -0.627 -0.866
C 1.260 -3.501 -0.370 0.567
C 0.248 -4.251 0.208 -0.599
C -1.006 -3.659 0.338 -0.543
C -1.242 -2.395 -0.156 -0.591
N -0.278 -1.655 -0.731 -0.194
C 0.954 -2.166 -0.777 0.901
N 1.982 -1.453 -1.276 -0.480
H 0.441 -5.262 0.538 0.483
H -1.811 -4.191 0.820 0.422
H -2.212 -1.928 -0.104 0.438
S 0.202 -0.626 2.359 0.167
C 0.086 -0.008 4.035 0.786
C -1.178 -0.029 4.601 -0.664
C -1.330 0.272 5.941 -0.653
C -0.225 0.603 6.706 -0.462
C 1.032 0.640 6.128 -0.686
C 1.198 0.324 4.792 -0.470
H -2.023 -0.306 3.991 0.431
H -2.311 0.242 6.388 0.378
H -0.348 0.810 7.758 0.381
H 1.898 0.882 6.723 0.390
H 2.191 0.313 4.354 0.347
```